# 1
C5H9NO | the ωB97M-V functional and the def2-TZVPD basis

Geometry as XYZ:
```
16
Properties=species:S:1:pos:R:3:forces:R:3:mulliken_charge:R:1
C -1.22477 1.85197 0.16100 0.3026 -0.0410 0.1888 -0.91
N -0.17150 1.06319 0.77449 0.9438 -0.2862 0.8578 -0.32
C 1.14512 0.94139 0.24502 -1.3915 0.6195 -0.5116 -0.28
C 1.69203 -0.20484 -0.16682 0.1700 0.4561 -0.5012 -0.40
C 0.93384 -1.44248 -0.10494 -1.6779 -0.0114 0.1793 -0.43
C -0.33187 -1.49505 -0.58460 1.4021 -1.3600 -0.2199 -0.02
O -1.17486 -2.56411 -0.42017 0.2167 0.0338 0.1217 -0.49
H -2.07812 1.20848 -0.07898 0.0182 0.0947 -0.1271 0.29
H -1.56685 2.62937 0.84817 -0.1112 0.0950 -0.1285 0.29
H -0.88184 2.32922 -0.76216 0.0059 -0.1129 0.1325 0.32
H -0.49643 0.25958 1.30824 0.1865 0.3334 -0.5896 0.34
H 1.62958 1.90435 0.10345 0.1745 -0.1514 -0.0241 0.38
H 2.65687 -0.22607 -0.66585 0.1157 0.2253 0.4622 0.34
H 1.30827 -2.20200 0.57386 -0.1285 -0.3924 -0.1483 0.21
H -0.72433 -0.80751 -1.32824 -0.0229 0.2141 0.4495 0.37
H -0.71513 -3.24550 0.09752 -0.2041 0.2833 -0.1412 0.31
```
Positions in Å, forces in eV/Å.

Summary:
LUMO level: 0.93 eV
Total energy: -325.8396 hartree
M: 99.13 g mol⁻¹
Structure (SMILES): CN/C=C\C=C\O
Frontier orbital gap: 8.55 eV
HOMO: -7.62 eV

# 2
C5H9NO | the ωB97M-V functional and the def2-TZVPD basis

Geometry as XYZ:
```
16
Properties=species:S:1:pos:R:3:forces:R:3:mulliken_charge:R:1
O -2.20327 -0.82781 1.16481 0.0301 0.1391 0.2389 -0.57
C -1.36256 -0.77101 0.04078 0.0442 -0.1355 -0.3218 0.13
C 0.13914 -1.06275 0.29162 0.0416 -0.1137 0.1042 -0.90
C 0.47237 0.32754 -0.24857 -0.0308 -0.0322 0.0260 0.82
C 1.77499 0.71930 -0.82483 0.1221 -0.0660 -0.2966 -0.57
N 1.29669 1.31537 0.42090 0.1286 0.0110 0.3569 -0.72
C -1.00299 0.63503 -0.51428 -0.0387 0.0855 -0.0578 -0.76
H -1.76363 -0.35636 1.88440 -0.1650 -0.0396 -0.0638 0.34
H -1.82084 -1.42997 -0.69912 0.0786 0.0676 0.0581 0.40
H 0.54473 -1.89770 -0.28932 -0.0375 0.1488 0.0805 0.25
H 0.38854 -1.22255 1.34786 -0.0657 0.0233 -0.0918 0.30
H 1.88010 1.39164 -1.67214 -0.1607 -0.0280 0.1299 0.26
H 2.56287 -0.03118 -0.74861 -0.1365 0.1051 -0.0999 0.25
H 1.76473 0.91658 1.22859 0.0834 0.0017 -0.0638 0.23
H -1.33644 1.43741 0.15139 -0.0445 -0.0719 -0.1275 0.30
H -1.33441 0.85646 -1.53348 0.1507 -0.0952 0.1286 0.26
```
Positions in Å, forces in eV/Å.

Summary:
LUMO level: 0.98 eV
Total energy: -325.8374 hartree
M: 99.13 g mol⁻¹
Structure (SMILES): O[C@H]1C[C@]2(CN2)C1
Frontier orbital gap: 10.62 eV
HOMO: -9.64 eV